Record 1
One molecule with the formula H3N3O in a non-equilibrium geometry, computed with ωB97M-V/def2-TZVPD.

```
! wB97M-V def2-TZVPD RIJCOSX def2/J DEFGRID3
* xyz 0 1
H -2.0751 -0.5120 -0.5494
N -1.3441 -0.3474 0.0565
N -0.3588 0.2029 -0.6153
N 0.7332 0.3223 0.1424
O -0.4167 0.6053 -1.7592
H 0.4179 -0.1129 1.0149
H 1.1750 1.1383 -0.1203
*
```

HOMO level ... -0.36612 hartree
Maximum force ... 4.71 eV/A
LUMO ... 0.030 hartree
ΔE to the lowest compared entry with this formula, charge and spin ... 57.26 kcal per mole
Electronic energy ... -241.182373 Ha
Orbital gap ... 10.8 eV

For reference, the natural (NBO) charges in units of e are: 0.3370, -0.5726, 0.4738, -0.6243, -0.4397, 0.4276, 0.3983


Record 2
C20H60Co2N10O15 as an isolated structure in a non-equilibrium geometry, computed with ωB97M-V/def2-TZVPD.

```
! wB97M-V def2-TZVPD RIJCOSX def2/J DEFGRID3
* xyz 1 8
Co 1.2141 -3.2357 -1.7063
Co -1.9027 -2.4230 -1.1101
O -2.7039 -0.6892 -0.0047
C -1.5325 -0.0216 0.5525
C -0.1927 -0.1111 -0.2958
O 0.1050 -1.3917 -0.8969
H -1.2912 -0.3752 1.5549
H -1.7837 1.0119 0.7911
H 0.5657 0.2241 0.4117
H -0.2311 0.5654 -1.1495
O -0.7879 -3.9474 -2.0274
C -0.6314 -5.2432 -2.5605
C 0.9173 -5.8474 -2.6176
O 2.0344 -5.0292 -2.2324
H -1.0531 -5.2633 -3.5654
H -1.3442 -5.8673 -2.0215
H 1.1416 -6.4913 -3.4680
H 0.9684 -6.6486 -1.8804
C 0.7169 -0.7027 5.3835
O 0.8358 -0.2850 3.9702
C 1.9247 0.5753 3.5949
C 1.5090 1.9589 3.8135
N 0.2096 2.1376 3.1313
C -0.5956 3.2237 3.8156
C -0.1600 4.6511 3.6312
O -0.9852 5.4296 2.6849
C -0.5354 6.7772 2.7752
H 1.2158 0.0186 6.0308
H 1.1543 -1.6997 5.4365
H -0.3227 -0.7293 5.7103
H 2.2508 0.3415 2.5815
H 2.7755 0.4496 4.2646
H 2.3320 2.5893 3.4769
H 1.4573 2.2306 4.8678
H -0.2662 1.2596 3.2823
H -0.6522 2.8775 4.8476
H -1.5924 3.2131 3.3747
H 0.8957 4.6213 3.3614
H -0.1969 5.1556 4.5967
H -1.1023 7.4714 2.1549
H 0.5341 6.7541 2.5661
H -0.6607 7.0897 3.8120
C -0.4060 1.4101 -4.4436
O -0.3182 -0.0157 -4.2127
C 0.4894 -0.6763 -5.2162
C 0.9499 -2.0984 -4.7819
N 1.5753 -2.0081 -3.4425
C 2.9609 -1.4480 -3.5051
C 3.5145 -1.3309 -2.0724
O 3.2153 -2.3832 -1.2214
C 4.3748 -3.0989 -0.9052
H -1.0890 1.8510 -3.7175
H -0.9718 1.6894 -5.3324
H 0.5984 1.8203 -4.3388
H 1.3951 -0.1014 -5.4093
H -0.1218 -0.8002 -6.1102
H 1.5842 -2.4056 -5.6134
H 0.0536 -2.7163 -4.7278
H 0.9688 -1.3238 -3.0136
H 3.0694 -0.4979 -4.0284
H 3.5595 -2.1738 -4.0556
H 3.0017 -0.5313 -1.5379
H 4.5566 -1.0538 -2.2318
H 5.2187 -2.4862 -0.5883
H 4.7324 -3.5698 -1.8209
H 3.9552 -3.8740 -0.2639
C 3.3054 2.7780 -2.1574
O 4.0387 3.3631 -2.9356
N 3.5221 2.5243 -0.8845
N 2.1283 2.4089 -2.4749
H 4.3989 2.6225 -0.3928
H 2.7165 2.3220 -0.3098
H 1.7416 2.8986 -3.2691
H 1.6393 1.8161 -1.8195
C -1.8367 4.2799 -0.4981
O -1.8847 4.1590 -1.7120
N -0.9363 5.0662 -0.0387
N -2.3447 3.4993 0.4227
H -0.2450 5.4350 -0.6760
H -0.9049 5.2327 0.9570
H -2.1359 3.5500 1.4096
H -2.8308 2.6475 0.1813
C 1.1919 -3.6182 1.7515
O 1.2433 -3.9119 0.5413
N 1.7858 -4.2827 2.6939
N 0.4201 -2.7127 2.2869
H 2.4107 -5.0230 2.4085
H 1.5853 -3.9993 3.6423
H 0.4368 -2.3869 3.2428
H -0.1266 -2.2417 1.5802
C -6.3052 -0.0174 0.3530
O -7.5109 -0.2203 0.5805
N -5.8809 0.3766 -0.7857
N -5.3609 -0.2772 1.1918
H -4.9243 0.3546 -1.1090
H -6.6090 0.4685 -1.4796
H -4.5186 -0.4419 0.6592
H -5.4959 -0.8577 2.0072
O -2.7677 -2.2718 2.9810
H -2.9079 -1.4593 2.4947
H -2.8133 -2.0116 3.9011
O -1.9682 -3.4533 0.7586
H -2.0972 -3.1771 1.6659
H -2.0520 -4.4065 0.7837
O -3.3963 1.3772 -2.3134
H -2.7279 2.0624 -2.3011
H -3.0842 0.7262 -1.6849
*
```

HOMO level (spin up / spin down) ... -0.37679 / -0.37679 hartree
Maximum force ... 6.16 eV/A
LUMO (spin up / spin down) ... -0.094 / -0.210 hartree
Electronic energy ... -5239.384269 Ha
Orbital gap (spin up / spin down) ... 7.7 / 4.5 eV

Results of the Mulliken charge analysis, in e, for atoms 1 through 8: 1.4293, 0.9987, -0.5430, 0.3006, 0.0915, 1.1274, -0.3613, -0.3712


Record 3
One molecule with the formula C4H5NO3 in a non-equilibrium geometry, computed with ωB97M-V/def2-TZVPD.

```
! wB97M-V def2-TZVPD RIJCOSX def2/J DEFGRID3
* xyz 0 1
C 1.1197 -1.6783 -1.2668
C 1.1248 -0.5022 -0.7108
C -0.1753 0.0314 -0.1021
N -1.2786 -0.5835 -0.0973
O -2.2738 0.0225 0.6341
C 0.0135 1.4527 0.5714
O -0.1637 2.4633 -0.0162
O 0.2281 1.2840 1.9040
H 0.0871 -2.1328 -1.3088
H 2.0200 -2.1175 -1.7578
H 1.9035 0.1845 -0.6149
H -3.0172 -0.5367 0.4499
H 0.4119 2.1126 2.3154
*
```

HOMO level ... -0.35107 hartree
Maximum force ... 3.25 eV/A
LUMO ... 0.024 hartree
ΔE to the lowest compared entry with this formula, charge and spin ... 69.32 kcal per mole
Electronic energy ... -435.810040 Ha
Orbital gap ... 10.2 eV

Results of the natural (NBO) charge analysis, in e, for atoms 1 through 8: -0.3389, -0.2409, 0.0929, -0.1273, -0.5442, 0.7605, -0.5446, -0.6758


Record 4
C13H17NO4S as an isolated structure in a non-equilibrium geometry, computed with ωB97M-V/def2-TZVPD.

```
! wB97M-V def2-TZVPD RIJCOSX def2/J DEFGRID3
* xyz 0 1
C -3.2714 -2.7217 0.1102
H -2.9048 -3.6038 0.6101
H -4.1482 -2.7632 -0.4396
H -2.5172 -2.5871 -0.7689
S -3.3365 -1.4934 1.0217
C -4.1621 -0.1268 0.1556
C -3.3705 0.2415 -0.9420
H -3.8499 1.1816 -1.7453
H -3.2233 -0.4471 -1.8896
C -1.8388 0.8568 -0.7837
N -1.0284 0.0638 -0.3499
C 0.1008 -0.2382 -1.1107
O 0.5561 0.0410 -2.1408
O 0.9408 -1.1983 -0.3389
C 2.1942 -1.6114 -1.0570
C 3.2101 -0.7880 -0.1663
C 3.5446 0.3765 -0.6898
C 4.4361 1.2727 -0.0580
C 5.3228 0.9348 0.8523
C 4.9630 -0.4132 1.4886
C 3.9783 -1.2523 0.6813
H 3.7285 -2.1562 1.2856
H 5.5646 -0.7379 2.2514
H 5.9105 1.4920 1.5580
H 4.6435 2.5017 -0.7376
H 3.0067 0.9474 -1.5732
H 2.1819 -1.6048 -2.0119
H 2.3961 -2.4950 -0.7547
H -1.2020 -0.6207 0.6355
C -1.9215 1.9975 0.3123
O -2.7738 3.0167 0.1730
O -1.0192 1.9436 1.0266
H -1.0170 2.7536 1.7931
H -1.4669 1.2054 -1.7124
H -4.2991 0.7468 0.7668
H -5.0368 -0.2161 -0.1792
*
```

HOMO level ... -0.31892 hartree
Maximum force ... 17.62 eV/A
LUMO ... 0.009 hartree
ΔE to the lowest compared entry with this formula, charge and spin ... 320.85 kcal per mole
Electronic energy ... -1259.020710 Ha
Orbital gap ... 8.9 eV

Results of the natural (NBO) charge analysis, in e, for atoms 1 through 8: -0.8821, 0.2700, 0.2368, 0.1975, 0.3263, -0.5806, -0.4028, 0.2313